# C37H41F3MnN3P2SSi2

A structure of composition C37H41F3MnN3P2SSi2 (the ωB97M-V functional and the def2-TZVPD basis, the Open Molecules 2025 dataset).

Values from the calculation:
**<S²>**: 6.144
**Total energy**: -4709.4962 a.u.
**Energy above the lowest of the compared OMol25 structures with the same formula, charge and spin**: 0.00 kcal per mole
**LUMO energy (alpha / beta)**: -0.27 / 0.47 eV
**Max |F|**: 0.46 eV Å⁻¹

The geometry in ORCA input format:
```
! RIJCOSX wB97M-V def2-TZVPD def2/J DEFGRID3
* xyz 0 5
Mn 0.70740 0.57664 0.44823
C -0.73387 3.86366 2.13072
Si -1.12465 3.29750 0.38474
C -2.84108 3.91824 -0.07512
C 0.03166 4.08092 -0.87138
N -1.02285 1.56888 0.25002
P -1.84301 0.19428 0.39660
C -0.65847 -0.98275 0.33180
P 0.54679 -1.84959 -0.43813
N 1.82184 -0.88744 -0.29569
Si 3.45879 -0.92222 -0.86979
C 4.66084 -0.81771 0.55783
C 3.72609 0.51859 -2.02895
C 3.75687 -2.51836 -1.80816
C 0.77168 -3.45739 0.35509
C 1.86332 -3.68473 1.18350
C 1.96828 -4.87492 1.89404
C 0.97838 -5.83924 1.78378
C -0.12512 -5.61262 0.96732
C -0.22996 -4.42505 0.26177
C 0.28328 -2.18798 -2.20763
C -0.00126 -1.08038 -3.01000
C -0.14700 -1.21718 -4.37899
C -0.01291 -2.46992 -4.96876
C 0.27475 -3.57500 -4.18449
C 0.42883 -3.43392 -2.80893
C -3.18552 0.00495 -0.80972
C -4.27041 0.88159 -0.83850
C -5.28316 0.71628 -1.76872
C -5.23092 -0.33903 -2.67280
C -4.16951 -1.22921 -2.63544
C -3.15217 -1.05744 -1.70476
C -2.70502 0.09588 1.99230
C -2.76847 -1.13394 2.64277
C -3.42292 -1.25031 3.86161
C -4.01146 -0.13574 4.44304
C -3.94319 1.09585 3.80535
C -3.29376 1.20951 2.58439
H -0.20519 4.82133 2.12558
H -0.09427 3.13893 2.63827
H -1.64063 3.98179 2.73165
H -2.77821 5.01152 -0.13583
H -3.63844 3.68739 0.63572
H -3.14397 3.55660 -1.06215
H -0.50534 4.82993 -1.46207
H 0.42368 3.33488 -1.56690
H 0.88603 4.56516 -0.39600
H 4.53264 0.12182 1.09988
H 5.69237 -0.85861 0.19050
H 4.53127 -1.64228 1.26754
H 3.43813 1.45811 -1.54940
H 3.12232 0.39631 -2.93340
H 4.77406 0.60889 -2.33163
H 3.48163 -3.40703 -1.23475
H 4.82484 -2.59566 -2.04139
H 3.20708 -2.54330 -2.75256
H 2.63220 -2.92571 1.28139
H 2.82580 -5.04483 2.53404
H 1.06069 -6.76698 2.33727
H -0.90533 -6.36005 0.88558
H -1.10205 -4.24833 -0.35841
H -0.12173 -0.10250 -2.55758
H -0.36934 -0.34852 -4.98584
H -0.12909 -2.57975 -6.03973
H 0.38905 -4.55063 -4.64022
H 0.67828 -4.30216 -2.21383
H -4.33212 1.69792 -0.12997
H -6.11702 1.40709 -1.78516
H -6.02420 -0.46918 -3.39897
H -4.12716 -2.05979 -3.32977
H -2.32827 -1.75544 -1.67158
H -2.27968 -1.98974 2.19034
H -3.46710 -2.21084 4.36015
H -4.51753 -0.22282 5.39655
H -4.38853 1.97102 4.26277
H -3.23038 2.18123 2.11071
F 4.36561 3.26985 4.93925
C 3.85099 3.07035 3.70855
F 3.36431 4.25049 3.29395
F 4.87785 2.75375 2.90391
C 2.79921 1.99908 3.72900
C 2.45379 1.38393 4.91728
C 1.48107 0.39157 4.94153
C 0.89122 0.04117 3.74377
N 1.22223 0.63145 2.59884
C 2.14290 1.60882 2.54857
S 2.35762 2.28107 0.95636
H 2.94943 1.68387 5.83129
H 1.19530 -0.09425 5.86351
H 0.12955 -0.72833 3.67113
*
```